(1)
The following is a quantum chemistry calculation of a structure of composition Cl5NP2 in a non-equilibrium geometry, from the OMol25 dataset.

Calculated values
**Molecular weight**: 253.2 g mol⁻¹
**Energy relative to the best compared isomer or geometry (same formula, charge and spin)**: 71.3 kcal per mole
**HOMO**: -9.78 eV
**Energy**: -3038.44742 a.u.

Structure (ORCA input):
```
! wB97M-V def2-TZVPD RIJCOSX def2/J DEFGRID3
* xyz 0 1
N 1.2321 1.5806 0.6083
P 1.5416 0.1904 0.1270
P -1.4588 0.0818 0.3845
Cl 1.2749 -1.6012 1.1181
Cl 3.2117 -0.1976 -0.9507
Cl -2.2638 1.7295 -0.3622
Cl -0.6030 -0.5322 -1.4351
Cl -2.9346 -1.2513 0.5100
*
```

(2)
The following is a quantum chemistry calculation of a cluster of 2 separate species, Cl6HPSi2 in total in a non-equilibrium geometry, from the OMol25 dataset.

Calculated values
**Molecular weight**: 300.9 g mol⁻¹
**Energy relative to the best compared isomer or geometry (same formula, charge and spin)**: 54.5 kcal per mole
**HOMO (alpha / beta)**: -9.15 / -8.56 eV
**Energy**: -3682.32378 a.u.

Structure (ORCA input):
```
! wB97M-V def2-TZVPD RIJCOSX def2/J DEFGRID3
* xyz 0 1
Si -3.5230 -0.0292 0.0134
Si 0.2269 -2.3575 0.1124
P -0.1114 -0.3102 -0.5841
Cl -4.0521 0.1727 1.9081
Cl -4.5285 -1.5391 -0.7933
Cl -3.7252 1.6073 -1.0477
Cl 1.4933 -3.2591 -1.2069
Cl -1.5327 -3.6096 -0.0135
Cl 0.8764 -2.5385 2.0010
H 0.3717 0.2886 0.4809
*
```

(3)
The following is a quantum chemistry calculation of a structure of composition ClCu, from the OMol25 dataset.

Calculated values
**Molecular weight**: 99.0 g mol⁻¹
**⟨S²⟩**: 0.759
**Energy relative to the best compared isomer or geometry (same formula, charge and spin)**: 17.0 kcal per mole
**HOMO (alpha / beta)**: -17.50 / -17.07 eV
**Energy**: -2100.25253 a.u.

Structure (ORCA input):
```
! wB97M-V def2-TZVPD RIJCOSX def2/J DEFGRID3
* xyz 1 2
Cu 0.9648 18.2470 27.7722
Cl 0.9539 20.9025 28.4175
*
```

(4)
The following is a quantum chemistry calculation of a structure of composition ClCuF2O4 in a non-equilibrium geometry, from the OMol25 dataset.

Calculated values
**Molecular weight**: 201.0 g mol⁻¹
**HOMO**: 0.71 eV
**Energy**: -2601.07095 a.u.

Structure (ORCA input):
```
! wB97M-V def2-TZVPD RIJCOSX def2/J DEFGRID3
* xyz -2 1
Cu 0.9031 1.1849 -0.8907
F 0.9126 2.7360 -1.8825
F 1.1077 1.5467 1.0526
Cl -0.6270 -1.0560 0.2292
O 0.5907 -1.6661 0.7949
O -0.2050 -0.3670 -0.8971
O -1.6532 -2.0943 0.1164
O -1.0290 -0.2842 1.4772
*
```

(5)
The following is a quantum chemistry calculation of a structure of composition ClF8N4O16S8Y in a non-equilibrium geometry, from the OMol25 dataset.

Calculated values
**Molecular weight**: 844.9 g mol⁻¹
**Energy relative to the best compared isomer or geometry (same formula, charge and spin)**: 24.2 kcal per mole
**HOMO**: -5.18 eV
**Energy**: -5905.80991 a.u.

Structure (ORCA input):
```
! wB97M-V def2-TZVPD RIJCOSX def2/J DEFGRID3
* xyz -2 1
Y -0.5332 0.3522 -0.3502
Cl -2.5102 2.0587 -1.2743
N -1.2332 -1.5635 -1.1816
S -2.1394 -2.1325 -2.2791
O -3.4637 -2.5802 -1.8546
O -1.5232 -2.8450 -3.4352
F -2.4379 -0.6513 -2.8524
S -0.8189 -3.2675 -0.7570
O 0.3786 -3.7563 -1.4010
O -1.8493 -4.2668 -0.4095
F -0.2213 -2.9115 0.8081
N 1.3761 -0.4274 0.5210
S 2.7118 -1.1000 0.1464
O 3.0224 -2.4539 0.5749
O 3.8532 -0.2804 -0.0096
F 2.2258 -1.3135 -1.3227
S 1.7047 -0.4180 2.2277
O 3.0940 -0.3509 2.7263
O 0.7546 -1.1280 3.0614
F 1.3911 1.1445 2.5224
N -1.5250 0.5620 1.6964
S -2.5447 -0.1038 2.6389
O -3.9669 0.0914 2.3669
O -2.2194 -0.5366 3.9460
F -2.2982 -1.5512 1.8725
S -1.8063 2.0300 2.5893
O -1.1243 2.2171 3.8877
O -3.0374 2.8005 2.3524
F -0.7722 2.8041 1.5620
N 1.0193 1.4037 -1.6267
S 1.7396 1.4985 -2.9334
O 3.1730 1.0971 -3.0317
O 1.1431 2.4600 -3.8868
F 1.0560 0.1159 -3.4125
S 1.7722 2.9707 -1.1858
O 0.9777 4.1666 -1.5205
O 3.2465 3.1475 -1.1619
F 1.3851 2.7182 0.3862
*
```

(6)
The following is a quantum chemistry calculation of a structure of composition ClFFePt in a non-equilibrium geometry, from the OMol25 dataset.

Calculated values
**Molecular weight**: 305.4 g mol⁻¹
**⟨S²⟩**: 12.015
**Energy relative to the best compared isomer or geometry (same formula, charge and spin)**: 0.0 kcal per mole
**HOMO (alpha / beta)**: -19.60 / -19.16 eV
**Energy**: -1942.06426 a.u.

Structure (ORCA input):
```
! wB97M-V def2-TZVPD RIJCOSX def2/J DEFGRID3
* xyz 2 7
Fe 11.3156 -19.6498 -6.0571
Pt 11.2841 -24.2530 -4.9319
F 14.0590 -22.2015 -5.6994
Cl 11.4149 -21.5627 -4.8036
*
```

(7)
The following is a quantum chemistry calculation of an isolated molecule of ClFH2 in a non-equilibrium geometry, from the OMol25 dataset.

Calculated values
**Molecular weight**: 56.5 g mol⁻¹
**Energy relative to the best compared isomer or geometry (same formula, charge and spin)**: 133.6 kcal per mole
**HOMO**: -7.83 eV
**Energy**: -561.04429 a.u.

Structure (ORCA input):
```
! wB97M-V def2-TZVPD RIJCOSX def2/J DEFGRID3
* xyz 0 1
H -0.6715 0.7584 0.8949
H 0.9221 -0.7116 -0.6542
F 0.1151 0.5841 0.4243
Cl -0.3658 -0.6309 -0.6650
*
```

(8)
The following is a quantum chemistry calculation of a cluster of 2 separate species, ClFIP in total in a non-equilibrium geometry, from the OMol25 dataset.

Calculated values
**Molecular weight**: 212.3 g mol⁻¹
**Energy relative to the best compared isomer or geometry (same formula, charge and spin)**: 50.9 kcal per mole
**HOMO (alpha / beta)**: -10.45 / -10.45 eV
**Energy**: -1199.08091 a.u.

Structure (ORCA input):
```
! wB97M-V def2-TZVPD RIJCOSX def2/J DEFGRID3
* xyz 0 1
F 1.0398 -0.5015 -1.8074
P 0.4393 -0.3365 0.3969
Cl 0.5308 1.5804 0.8389
I -2.0100 -0.7424 0.5716
*
```

(9)
The following is a quantum chemistry calculation of a cluster of 2 separate species, ClFN2O2 in total in a non-equilibrium geometry, from the OMol25 dataset.

Calculated values
**Molecular weight**: 114.5 g mol⁻¹
**Energy relative to the best compared isomer or geometry (same formula, charge and spin)**: 11.5 kcal per mole
**HOMO (alpha / beta)**: -10.13 / -10.62 eV
**Energy**: -819.78697 a.u.

Structure (ORCA input):
```
! wB97M-V def2-TZVPD RIJCOSX def2/J DEFGRID3
* xyz 0 1
N -0.1427 -1.4587 0.3947
N -0.2486 1.1878 -0.7884
O -1.3081 1.4151 -1.2312
O 0.7755 1.7410 -0.5861
F 1.0606 -1.9680 0.1848
Cl -0.1366 -0.9173 2.0261
*
```

(10)
The following is a quantum chemistry calculation of a structure of composition ClFO4Sr2 in a non-equilibrium geometry, from the OMol25 dataset.

Calculated values
**Molecular weight**: 293.7 g mol⁻¹
**Energy relative to the best compared isomer or geometry (same formula, charge and spin)**: 149.0 kcal per mole
**HOMO**: -11.27 eV
**Energy**: -921.40626 a.u.

Structure (ORCA input):
```
! wB97M-V def2-TZVPD RIJCOSX def2/J DEFGRID3
* xyz 2 1
Sr -0.3835 2.4915 3.1764
Sr 0.1922 1.4998 -3.4270
F -1.1975 -3.2982 -0.5035
Cl 0.2847 -0.1660 0.1755
O 0.1990 0.8151 -0.9789
O 0.2568 0.5430 1.4677
O -0.8378 -0.9848 0.0442
O 1.4862 -0.9003 0.0456
*
```

(11)
The following is a quantum chemistry calculation of a cluster of 6 separate species, ClH10O5 in total in a non-equilibrium geometry, from the OMol25 dataset.

Calculated values
**Molecular weight**: 125.5 g mol⁻¹
**Energy relative to the best compared isomer or geometry (same formula, charge and spin)**: 21.7 kcal per mole
**HOMO**: -5.54 eV
**Energy**: -842.48225 a.u.

Structure (ORCA input):
```
! wB97M-V def2-TZVPD RIJCOSX def2/J DEFGRID3
* xyz -1 1
Cl 0.6426 0.0546 -0.1391
O -0.4714 2.7286 0.5129
H 0.2646 3.2736 0.8339
H -0.1284 1.8956 0.2199
O -0.1204 -1.1114 -3.1241
H 0.2126 -0.4964 -2.5011
H -0.6084 -1.7624 -2.6141
O -0.5784 -0.2494 2.7929
H -0.2984 -0.9734 3.3629
H -0.3714 -0.5504 1.8799
O -2.1444 1.2676 -1.8411
H -1.3504 0.7846 -1.6071
H -2.8504 0.6076 -1.9261
O 2.9426 -1.8144 1.1029
H 2.0126 -2.0074 0.9939
H 2.8466 -1.6474 2.0529
*
```

(12)
The following is a quantum chemistry calculation of a cluster of 6 separate species, ClH10O5 in total, from the OMol25 dataset.

Calculated values
**Molecular weight**: 125.5 g mol⁻¹
**⟨S²⟩**: 0.752
**Energy relative to the best compared isomer or geometry (same formula, charge and spin)**: 6.7 kcal per mole
**HOMO (alpha / beta)**: -11.81 / -11.78 eV
**Energy**: -842.28293 a.u.

Structure (ORCA input):
```
! wB97M-V def2-TZVPD RIJCOSX def2/J DEFGRID3
* xyz 0 2
Cl -0.4757 0.0021 -0.0995
O -0.4824 2.2216 2.6043
H -0.2206 1.8644 1.7558
H -1.0072 1.5285 3.0049
O -3.0965 -1.5433 0.3355
H -2.5643 -1.8061 1.0865
H -2.4633 -1.2239 -0.3074
O 1.5539 -1.7011 1.7274
H 2.0787 -1.0263 2.1580
H 0.9301 -1.2133 1.1897
O 2.2161 1.6012 -1.6665
H 1.4889 1.0980 -1.3001
H 1.9501 2.5152 -1.5661
O 0.3824 -0.8956 -3.0910
H -0.4403 -0.9237 -3.5794
H 0.1500 -0.4978 -2.2520
*
```

(13)
The following is a quantum chemistry calculation of a cluster of 8 separate species, ClH14O7 in total, from the OMol25 dataset.

Calculated values
**Molecular weight**: 161.6 g mol⁻¹
**Energy relative to the best compared isomer or geometry (same formula, charge and spin)**: 36.6 kcal per mole
**HOMO**: -5.02 eV
**Energy**: -995.35373 a.u.

Structure (ORCA input):
```
! wB97M-V def2-TZVPD RIJCOSX def2/J DEFGRID3
* xyz -1 1
Cl 0.0831 0.0025 0.1352
O -0.0614 -4.8800 -1.2186
H -0.0388 -3.9432 -1.0233
H 0.7180 -5.0326 -1.7529
O 0.7747 4.3627 0.6085
H 0.5485 3.4715 0.3423
H -0.0359 4.8594 0.4973
O -1.6840 0.7291 4.5791
H -2.5459 0.3140 4.6127
H -1.3847 0.5883 3.6809
O -3.2450 -0.2558 -2.2964
H -3.8819 0.1521 -1.7098
H -2.3938 -0.0271 -1.9229
O -2.9357 -3.3003 1.9832
H -2.2793 -2.7616 1.5413
H -2.5621 -4.1816 1.9837
O 3.1122 0.9481 -3.9917
H 3.3838 1.8492 -4.1660
H 2.7365 0.9766 -3.1118
O 4.2145 1.9434 0.2049
H 3.3922 1.4598 0.2835
H 4.0849 2.7258 0.7408
*
```

(14)
The following is a quantum chemistry calculation of a cluster of 8 separate species, ClH14O7 in total, from the OMol25 dataset.

Calculated values
**Molecular weight**: 161.6 g mol⁻¹
**Energy relative to the best compared isomer or geometry (same formula, charge and spin)**: 52.6 kcal per mole
**HOMO**: -4.30 eV
**Energy**: -995.32825 a.u.

Structure (ORCA input):
```
! wB97M-V def2-TZVPD RIJCOSX def2/J DEFGRID3
* xyz -1 1
Cl -14.8267 25.3946 -19.6303
O -18.5017 21.0787 -19.0810
H -17.8956 21.8149 -19.1645
H -18.5912 20.7393 -19.9715
O -11.0427 29.5830 -16.9806
H -10.9436 29.6901 -16.0346
H -11.6037 28.8135 -17.0776
O -10.2104 27.2959 -22.3989
H -10.3000 28.2481 -22.3596
H -11.0720 26.9631 -22.1477
O -14.8165 26.3018 -13.8812
H -15.1637 27.1877 -13.7764
H -14.8930 26.1233 -14.8185
O -11.1327 20.3712 -19.6945
H -11.9451 20.8168 -19.9345
H -11.3398 19.9183 -18.8770
O -15.7188 30.6770 -17.9751
H -15.7521 29.7679 -18.2728
H -14.8203 30.9549 -18.1528
O -19.4895 28.0688 -22.4453
H -18.9127 27.7674 -21.7433
H -19.1576 27.6351 -23.2314
*
```